{"formula": "C28H34F3N2O6SbSc", "method": "ωB97M-V with the def2-TZVPD basis set", "elements": ["Sc", "C", "C", "O", "C", "C", "O", "C", "C", "O", "C", "C", "O", "H", "H", "H", "H", "H", "H", "H", "H", "H", "H", "H", "H", "H", "H", "H", "H", "C", "O", "C", "O", "N", "N", "H", "H", "H", "H", "H", "H", "F", "C", "C", "C", "C", "C", "C", "Sb", "C", "C", "C", "C", "F", "C", "C", "C", "C", "C", "C", "F", "C", "C", "H", "H", "H", "H", "H", "H", "H", "H", "H", "H", "H", "H"], "coordinates": [[-1.64, 0.03, 0.18], [-4.46, -0.75, 1.33], [-3.46, -1.03, 2.44], [-2.20, -1.36, 1.80], [-1.14, -1.62, 2.75], [-0.62, -0.29, 3.30], [-0.64, 0.63, 2.20], [-0.57, 2.02, 2.61], [-1.03, 2.84, 1.41], [-2.08, 2.13, 0.72], [-3.42, 2.40, 1.17], [-4.33, 1.51, 0.32], [-3.86, 0.14, 0.36], [-5.38, -0.33, 1.74], [-4.71, -1.67, 0.81], [-3.79, -1.86, 3.05], [-3.33, -0.15, 3.07], [-0.35, -2.14, 2.21], [-1.49, -2.26, 3.55], [0.39, -0.41, 3.69], [-1.26, 0.09, 4.10], [0.45, 2.28, 2.89], [-1.23, 2.16, 3.47], [-0.22, 2.96, 0.69], [-1.37, 3.82, 1.72], [-3.67, 3.45, 0.99], [-3.52, 2.17, 2.23], [-4.26, 1.82, -0.72], [-5.36, 1.59, 0.65], [-2.29, 1.92, -4.12], [-2.46, 0.50, -3.89], [-2.25, 0.00, -2.72], [-1.87, 0.65, -1.71], [-2.43, -1.32, -2.63], [-2.21, -1.94, -1.38], [-2.15, 2.02, -5.20], [-1.41, 2.29, -3.59], [-3.18, 2.45, -3.81], [-2.75, -1.85, -3.43], [-1.48, -2.64, -1.50], [-3.06, -2.44, -1.13], [4.96, 2.43, 3.66], [4.15, 1.86, 2.79], [3.88, 0.51, 2.91], [3.03, -0.09, 1.99], [2.48, 0.66, 0.96], [2.76, 2.02, 0.86], [3.60, 2.63, 1.77], [1.18, -0.23, -0.48], [1.79, -2.27, -0.33], [3.11, -2.64, -0.60], [3.50, -3.96, -0.44], [2.58, -4.89, 0.01], [2.96, -6.14, 0.19], [1.26, -4.55, 0.28], [0.88, -3.23, 0.10], [2.14, 0.42, -2.26], [3.49, 0.75, -2.24], [4.13, 1.12, -3.41], [3.41, 1.16, -4.59], [4.01, 1.53, -5.71], [2.06, 0.84, -4.63], [1.43, 0.47, -3.46], [4.34, -0.06, 3.71], [2.83, -1.15, 2.06], [2.36, 2.61, 0.03], [3.85, 3.68, 1.71], [3.82, -1.91, -0.95], [4.52, -4.27, -0.65], [0.57, -5.31, 0.61], [-0.15, -2.95, 0.30], [4.05, 0.72, -1.31], [5.19, 1.37, -3.42], [1.54, 0.88, -5.58], [0.38, 0.19, -3.49]], "nbo_charge": [1.811, -0.090, -0.097, -0.615, -0.096, -0.099, -0.606, -0.095, -0.091, -0.604, -0.095, -0.089, -0.610, 0.246, 0.223, 0.249, 0.198, 0.234, 0.246, 0.245, 0.209, 0.246, 0.206, 0.229, 0.246, 0.248, 0.199, 0.229, 0.246, -0.262, -0.428, 0.938, -0.785, -0.436, -0.673, 0.248, 0.212, 0.216, 0.446, 0.417, 0.405, -0.280, 0.440, -0.285, -0.162, -0.405, -0.231, -0.271, 1.014, -0.368, -0.186, -0.239, 0.440, -0.276, -0.266, -0.248, -0.385, -0.203, -0.254, 0.450, -0.278, -0.290, -0.143, 0.260, 0.219, 0.223, 0.260, 0.237, 0.266, 0.250, 0.169, 0.234, 0.263, 0.251, 0.173], "gap_ev": 6.77, "e_above_lowest_kcal_mol": 3.39, "homo_ev": -16.21, "e_tot_ha": -2948.01417, "charge": 3}